Entry 1:
C34H50N8PPd as an isolated structure in a non-equilibrium geometry. Source: the OMol25 dataset; level of theory: ωB97M-V/def2-TZVPD.

ORCA input file:
```
! wB97M-V def2-TZVPD RIJCOSX def2/J DEFGRID3
* xyz -1 1
Pd -0.0728 -0.6129 0.2715
C 4.4006 -0.9334 2.3480
C 5.2136 -1.7897 1.3544
C 4.5131 -2.9749 0.8430
C 3.3602 -2.7965 0.0700
C 2.5261 -3.9110 -0.1628
C 2.8718 -5.1542 0.4213
C 4.0933 -5.1949 1.1102
N 4.8902 -4.1723 1.2820
N 3.0619 -0.4130 1.9519
C 2.9760 0.9677 1.6314
C 3.5257 1.2152 0.2631
C 2.5789 1.4468 -0.7535
C 2.9585 1.3800 -2.0845
C 4.3488 1.3202 -2.3287
C 5.1895 1.2109 -1.2442
N 4.8054 1.1604 0.0335
C 2.0500 -0.7555 2.9491
C 1.4391 -2.1667 2.6512
C 1.6975 -3.2678 3.3366
C 0.9461 -4.4351 3.1947
C -0.0646 -4.4090 2.2531
C -0.2676 -3.2843 1.5485
N 0.4574 -2.1442 1.6921
H 5.0820 -0.1383 2.7398
H 4.2015 -1.6272 3.2043
H 6.1654 -2.0973 1.9276
H 5.4867 -1.1554 0.4866
H 3.0440 -1.8290 -0.2317
H 1.5791 -3.8241 -0.6047
H 2.2869 -6.0820 0.3228
H 4.4722 -6.0556 1.6091
H 3.4659 1.5995 2.3625
H 1.9194 1.1672 1.6403
H 1.5023 1.3950 -0.4200
H 2.2989 1.4400 -2.8939
H 4.6791 1.3950 -3.2952
H 6.2792 1.3349 -1.3539
H 1.1757 -0.1342 2.8609
H 2.3948 -0.5913 4.0206
H 2.4993 -3.2021 4.0530
H 1.1127 -5.2874 3.8095
H -0.8613 -5.3198 2.2247
H -1.0261 -3.2263 0.8050
N -0.3729 0.8598 -1.2337
P -1.8131 1.3591 -0.9667
N -1.9715 2.7576 -1.9251
C -0.8418 3.2144 -2.7423
C -1.3560 4.0169 -3.9419
C -2.4805 3.2634 -4.6265
C -3.6623 2.9222 -3.6618
C -3.2528 3.2587 -2.2535
N -2.3624 1.8843 0.5411
C -2.2788 3.2870 0.9598
C -1.0485 3.4242 1.8844
C -1.3719 2.5391 3.1443
C -1.4111 1.0961 2.7245
C -2.4912 0.9368 1.6126
N -3.0084 0.2173 -1.3603
C -2.7296 -0.6960 -2.4682
C -2.7945 -2.1690 -1.9977
C -3.5340 -2.3027 -0.6603
C -4.7938 -1.4093 -0.6233
C -4.3857 0.0482 -0.9550
H -0.2853 2.3431 -3.0057
H -0.1625 3.8954 -2.1933
H -0.5839 4.1284 -4.6217
H -1.6804 5.0929 -3.6340
H -2.0658 2.2555 -5.0080
H -2.7787 3.8138 -5.5275
H -3.9604 1.8556 -3.7242
H -4.5966 3.5209 -4.0114
H -3.9640 2.9153 -1.4375
H -3.3632 4.3599 -2.1117
H -3.0980 3.4946 1.5389
H -2.1303 3.9394 0.0929
H -0.8371 4.4673 2.1748
H -0.0746 3.0625 1.4808
H -2.2647 2.8663 3.5709
H -0.4844 2.6550 3.8865
H -1.6544 0.3924 3.5850
H -0.5215 0.7878 2.3099
H -3.4550 1.1106 2.2168
H -2.3732 -0.0865 1.2413
H -1.7460 -0.4177 -2.8149
H -3.4555 -0.4292 -3.2232
H -1.7544 -2.4226 -1.9478
H -3.2928 -2.7826 -2.7898
H -2.8732 -1.9313 0.1028
H -3.7599 -3.3896 -0.5183
H -5.1866 -1.4282 0.3974
H -5.5291 -1.7198 -1.3845
H -4.4699 0.6935 -0.1135
H -4.8944 0.4016 -1.8803
*
```

Values from the calculation:
- LUMO energy (eV) = 2.78
- E_tot (hartree) = -2232.7985
- HOMO (eV) = -2.630
- HOMO-LUMO gap (eV) = 5.41

Charges in e, computed with Löwdin, in the same order as the atoms:
1 Pd 0.361
2 C -0.159
3 C -0.145
4 C -0.313
5 C -0.002
6 C -0.049
7 C -0.070
8 C -0.184
9 N 0.094
10 N -0.138
11 C -0.178
12 C -0.283
13 C -0.033
14 C -0.040
15 C -0.072
16 C -0.171
17 N 0.096
18 C -0.131
19 C -0.243
20 C -0.060
21 C -0.073
22 C -0.108
23 C -0.176
24 N 0.007
25 H 0.122
26 H 0.110
27 H 0.136
28 H 0.097
29 H 0.089
30 H 0.076
31 H 0.100
32 H 0.083
33 H 0.120
34 H 0.081
35 H 0.039
36 H 0.079
37 H 0.061
38 H 0.101
39 H 0.067
40 H 0.139
41 H 0.110
42 H 0.092
43 H 0.154
44 H 0.073
45 N -0.345
46 P 0.508
47 N -0.234
48 C -0.218
49 C -0.212
50 C -0.203
51 C -0.187
52 C -0.300
53 N -0.221
54 C -0.189
55 C -0.162
56 C -0.214
57 C -0.233
58 C -0.260
59 N -0.246
60 C -0.229
61 C -0.180
62 C -0.215
63 C -0.160
64 C -0.224
65 H 0.066
66 H 0.111
67 H 0.071
68 H 0.137
69 H 0.131
70 H 0.092
71 H 0.085
72 H 0.124
73 H 0.121
74 H 0.110
75 H 0.079
76 H 0.106
77 H 0.097
78 H 0.111
79 H 0.070
80 H 0.128
81 H 0.131
82 H 0.001
83 H 0.130
84 H 0.062
85 H 0.077
86 H 0.088
87 H 0.072
88 H 0.110
89 H 0.054
90 H 0.112
91 H 0.098
92 H 0.104
93 H 0.080
94 H 0.104

---

Entry 2:
C3H6LuNO4S as an isolated structure in a non-equilibrium geometry. Source: the OMol25 dataset; level of theory: ωB97M-V/def2-TZVPD.

ORCA input file:
```
! wB97M-V def2-TZVPD RIJCOSX def2/J DEFGRID3
* xyz 1 2
O -0.0420 -1.3567 1.2239
C 1.2737 -1.7195 1.0322
C 2.1410 -0.5833 0.4936
O 1.6638 -0.1485 -0.7806
C 0.7470 0.8259 -0.8049
Lu -1.3983 -0.2759 0.1686
H 1.3686 -2.5760 0.3339
H 1.7520 -2.0357 1.9810
H 3.1721 -0.9252 0.3388
H 2.1369 0.2699 1.1901
H 0.4645 1.1238 -1.8177
H 0.8121 1.5919 -0.0189
N -3.2209 0.0543 -1.2788
S -3.5932 1.4158 -0.8432
O -4.4975 2.3523 -1.4938
O -2.7796 1.9869 0.2758
*
```

Values from the calculation:
- <S²> = 0.75
- LUMO energy (alpha / beta) (eV) = -5.29 / -6.58
- E_tot (hartree) = -2107.0056
- HOMO (alpha / beta) (eV) = -13.810 / -14.525
- HOMO-LUMO gap (alpha / beta) (eV) = 8.52 / 7.94

Charges in e, computed with Löwdin, in the same order as the atoms:
1 O -0.433
2 C -0.309
3 C -0.146
4 O -0.094
5 C -0.121
6 Lu 1.896
7 H 0.135
8 H 0.140
9 H 0.151
10 H 0.139
11 H 0.103
12 H 0.104
13 N -0.440
14 S 0.582
15 O -0.254
16 O -0.454

---

Entry 3:
One molecule with the formula C21H27N3O2. Source: the OMol25 dataset; level of theory: ωB97M-V/def2-TZVPD.

ORCA input file:
```
! wB97M-V def2-TZVPD RIJCOSX def2/J DEFGRID3
* xyz 0 1
C -6.0385 -0.2379 2.1598
O -4.8775 -0.8012 1.6120
C -4.9474 -0.9513 0.2096
C -3.6247 -1.5059 -0.3276
N -2.6814 -0.4393 -0.5902
C -2.0720 0.0866 0.6255
C -1.6153 1.4882 0.3980
C -2.4411 2.5870 0.1021
N -1.7361 3.6747 -0.1334
N -0.4643 3.3063 -0.0186
C -0.3251 1.9952 0.3099
C 0.9830 1.3786 0.4726
C 1.2237 0.4803 1.5344
C 2.4473 -0.1048 1.6894
C 3.5067 0.1740 0.8005
C 4.7780 -0.4165 0.9512
C 5.7925 -0.1178 0.0759
O 7.0557 -0.6220 0.1262
C 7.3757 -1.5242 1.1562
C 5.5584 0.7865 -0.9872
C 4.3382 1.3669 -1.1503
C 3.2752 1.0830 -0.2634
C 2.0061 1.6698 -0.4029
C -1.7178 -0.6882 -1.6546
C -0.9377 -2.0035 -1.5230
C -2.4041 -0.5973 -3.0185
H -6.9185 -0.8610 1.9538
H -5.8813 -0.1771 3.2350
H -6.2208 0.7675 1.7593
H -5.1498 0.0187 -0.2668
H -5.7713 -1.6389 -0.0398
H -3.2454 -2.2425 0.3983
H -3.8361 -2.0187 -1.2655
H -1.2313 -0.5400 0.9633
H -2.8388 0.0765 1.4019
H -3.5109 2.6093 0.0576
H 0.2725 3.9851 -0.1257
H 0.4309 0.2825 2.2400
H 2.6227 -0.7879 2.5086
H 4.9221 -1.1025 1.7719
H 7.2583 -1.0643 2.1429
H 8.4209 -1.7887 1.0042
H 6.7616 -2.4290 1.1022
H 6.3791 0.9949 -1.6554
H 4.1671 2.0564 -1.9643
H 1.8374 2.3462 -1.2299
H -0.9989 0.1370 -1.5946
H -0.1630 -2.0487 -2.2843
H -0.4586 -2.0693 -0.5485
H -1.5944 -2.8614 -1.6471
H -3.0031 0.3078 -3.0651
H -1.6568 -0.5666 -3.8074
H -3.0513 -1.4523 -3.1981
*
```

Values from the calculation:
- LUMO energy (eV) = 0.53
- E_tot (hartree) = -1131.1315
- HOMO (eV) = -7.912
- HOMO-LUMO gap (eV) = 8.44

Charges in e, computed with Löwdin, in the same order as the atoms:
1 C -0.116
2 O -0.214
3 C -0.213
4 C -0.164
5 N -0.142
6 C -0.130
7 C -0.150
8 C -0.103
9 N 0.031
10 N 0.022
11 C -0.181
12 C -0.158
13 C -0.022
14 C -0.018
15 C -0.159
16 C 0.028
17 C -0.270
18 O -0.082
19 C -0.089
20 C 0.006
21 C -0.021
22 C -0.164
23 C 0.025
24 C -0.417
25 C -0.048
26 C -0.053
27 H 0.088
28 H 0.089
29 H 0.089
30 H 0.127
31 H 0.122
32 H 0.134
33 H 0.114
34 H 0.110
35 H 0.120
36 H 0.106
37 H 0.156
38 H 0.114
39 H 0.114
40 H 0.108
41 H 0.096
42 H 0.093
43 H 0.096
44 H 0.118
45 H 0.115
46 H 0.120
47 H 0.132
48 H 0.078
49 H 0.069
50 H 0.072
51 H 0.079
52 H 0.076
53 H 0.067

---

Entry 4:
One molecule with the formula C5H8N2S in a non-equilibrium geometry. Source: the OMol25 dataset; level of theory: ωB97M-V/def2-TZVPD.

ORCA input file:
```
! wB97M-V def2-TZVPD RIJCOSX def2/J DEFGRID3
* xyz 0 1
H -3.7250 -0.3667 -0.8987
N -2.8811 0.1386 -0.6568
C -1.9685 -0.7074 -0.3558
N -0.7272 -0.2772 -0.0761
C -0.4178 1.0749 -0.2468
C 0.8498 1.3634 0.1340
C 1.4942 0.0783 0.4918
S 2.7002 -0.4238 -0.8130
C 0.3431 -0.9392 0.6437
H -2.0438 -1.7977 -0.3413
H -1.2083 1.6512 -0.6104
H 1.3512 2.3036 0.0093
H 2.0757 0.1459 1.4109
H 3.4267 0.6617 -0.5056
H 0.5946 -1.8940 0.0918
H 0.1364 -1.0116 1.7230
*
```

Values from the calculation:
- LUMO energy (eV) = 0.81
- E_tot (hartree) = -702.9778
- HOMO (eV) = -8.047
- HOMO-LUMO gap (eV) = 8.86

Charges in e, computed with Löwdin, in the same order as the atoms:
1 H 0.034
2 N 0.075
3 C -0.277
4 N -0.121
5 C -0.053
6 C -0.110
7 C -0.651
8 S 0.723
9 C -0.152
10 H 0.132
11 H 0.089
12 H 0.096
13 H 0.092
14 H -0.137
15 H 0.129
16 H 0.131

---

Entry 5:
One molecule with the formula C3H8N2O in a non-equilibrium geometry. Source: the OMol25 dataset; level of theory: ωB97M-V/def2-TZVPD.

ORCA input file:
```
! wB97M-V def2-TZVPD RIJCOSX def2/J DEFGRID3
* xyz 0 1
N 2.1685 -0.7098 0.5533
C 0.6746 -0.7550 0.7200
C 0.1128 0.1385 -0.3638
N -1.1807 0.6914 0.0833
C -2.0653 1.0468 -0.9452
O -3.2374 1.1609 -0.6533
H 2.6357 0.0922 0.7490
H 2.5933 -1.5510 0.8805
H 0.2579 -0.5209 1.7625
H 0.5441 -1.9820 0.5064
H 0.9163 0.8768 -0.7793
H -0.0743 -0.1419 -1.3948
H -1.6286 0.4098 0.8691
H -1.7170 1.2442 -1.9878
*
```

Values from the calculation:
- LUMO energy (eV) = 0.95
- E_tot (hartree) = -303.7967
- HOMO (eV) = -9.411
- HOMO-LUMO gap (eV) = 10.36

Charges in e, computed with Löwdin, in the same order as the atoms:
1 N -0.018
2 C -0.245
3 C -0.236
4 N 0.022
5 C -0.328
6 O 0.010
7 H 0.015
8 H 0.049
9 H 0.116
10 H 0.166
11 H 0.137
12 H 0.093
13 H 0.078
14 H 0.142

---

> Among the records above, which one has the highest E_tot?

C3H8N2O